# 1
# C5H13NS

An isolated molecule of C5H13NS in a non-equilibrium geometry (the ωB97M-V functional and the def2-TZVPD basis, the Open Molecules 2025 dataset).

Each line ends with the natural charge from an NBO analysis.
Geometry (Å):
C: -0.7348 -0.8323 1.9118  -0.75
S: 0.6977 0.3149 1.8818  0.16
C: 0.4704 1.4394 0.4762  -0.53
C: 0.3683 0.9297 -0.9522  -0.42
C: -0.1269 -0.4961 -1.1893  -0.06
C: 0.6076 -1.1272 -2.3522  -0.62
N: -1.5941 -0.4694 -1.3724  -0.83
H: -1.1360 -0.6862 2.9052  0.23
H: -0.5227 -1.8534 1.6515  0.22
H: -1.4430 -0.4028 1.2169  0.24
H: -0.3409 2.1172 0.7368  0.21
H: 1.3179 2.1252 0.5937  0.23
H: 1.3038 1.0111 -1.4941  0.21
H: -0.3239 1.5588 -1.5125  0.20
H: 0.0071 -1.0707 -0.2763  0.20
H: 0.4510 -0.5245 -3.2536  0.20
H: 0.2117 -2.1135 -2.6112  0.20
H: 1.6622 -1.2928 -2.1683  0.22
H: -1.8494 -1.3156 -1.8814  0.35
H: -1.8518 0.2234 -2.0743  0.34

Properties
* ΔE to the lowest compared entry with this formula, charge and spin: 50.96 kJ/mol
* HOMO-LUMO gap: 9.3695 eV
* SMILES: CSCC[C@H](C)N

---

# 2
# C46H124N8O15

A cluster of 12 separate species, C46H124N8O15 in total in a non-equilibrium geometry (the ωB97M-V functional and the def2-TZVPD basis, the Open Molecules 2025 dataset).

Each line ends with the Mulliken charge.
Geometry (Å):
C: 3.5371 -1.4259 -2.7781  -0.77
O: 2.1375 -1.6365 -3.0090  -0.11
C: 1.6926 -0.5979 -3.8735  -0.70
C: 0.2109 -0.7658 -4.2593  0.51
C: -0.0270 0.4260 -5.2360  -1.73
N: -0.6663 -0.7563 -3.0816  0.99
H: 4.2419 -1.5011 -3.6061  0.36
H: 3.8529 -2.2437 -2.1304  0.37
H: 3.8265 -0.5577 -2.1860  0.04
H: 1.8314 0.3890 -3.4321  -0.05
H: 2.2807 -0.5923 -4.7912  0.57
H: 0.0485 -1.6474 -4.8793  0.63
H: -1.0073 0.2672 -5.6855  0.45
H: 0.5901 0.4626 -6.1337  0.48
H: 0.0354 1.3418 -4.6482  0.29
H: -0.2971 -1.6088 -2.6854  -0.41
H: -0.4006 -0.0948 -2.3661  -0.55
C: -0.9973 7.0085 -6.2890  -0.84
O: 0.1080 6.5446 -5.4845  -0.25
C: 0.8698 7.6028 -4.9130  -0.83
C: 2.1120 6.9816 -4.3062  0.58
C: 1.8421 6.0156 -3.0724  -0.74
N: 2.9635 7.9105 -3.5763  -0.71
H: -1.7248 7.4806 -5.6287  0.31
H: -1.4683 6.1858 -6.8269  0.25
H: -0.7205 7.6603 -7.1176  0.36
H: 1.0321 8.2423 -5.7806  0.46
H: 0.2285 8.2265 -4.2901  0.41
H: 2.7063 6.4144 -5.0225  0.19
H: 2.7268 5.4674 -2.7486  -0.31
H: 1.2039 5.1856 -3.3756  0.22
H: 1.3519 6.5020 -2.2291  0.39
H: 3.9299 7.6246 -3.6432  0.24
H: 2.9370 8.7428 -4.1478  0.24
C: -2.3022 6.2783 -0.8206  -0.79
O: -2.5048 5.1980 -1.7281  -0.02
C: -3.8954 4.9008 -1.8369  -1.13
C: -4.3174 3.6090 -2.6334  1.74
C: -3.8366 3.6735 -4.0731  -1.62
N: -5.7014 3.2613 -2.6429  -0.68
H: -1.9788 6.0191 0.1875  0.19
H: -3.1773 6.9254 -0.7616  0.39
H: -1.5432 6.9141 -1.2764  0.24
H: -4.3575 4.7253 -0.8655  0.32
H: -4.2532 5.7271 -2.4512  0.44
H: -3.7951 2.8141 -2.1011  -0.59
H: -4.5233 4.3856 -4.5309  0.49
H: -3.9733 2.7441 -4.6260  0.39
H: -2.8611 4.1540 -4.1478  0.25
H: -5.9035 3.0746 -1.6710  0.29
H: -6.0594 2.5906 -3.3078  0.22
C: 5.2147 4.0816 0.3662  -0.86
O: 5.1922 3.1266 -0.6343  -0.12
C: 5.4887 3.5746 -1.9793  -0.79
C: 4.8479 2.5338 -3.0045  2.34
C: 5.7215 1.3312 -3.2880  -1.92
N: 4.7027 3.0937 -4.3784  -0.75
H: 5.0703 3.5606 1.3127  0.23
H: 4.4681 4.8756 0.3542  0.31
H: 6.1567 4.6268 0.4250  0.36
H: 4.9393 4.5047 -2.1243  0.16
H: 6.5279 3.8928 -2.0625  0.32
H: 3.9102 2.1830 -2.5735  -1.03
H: 5.4472 0.8046 -4.2020  0.43
H: 5.7521 0.7128 -2.3909  0.39
H: 6.7614 1.6188 -3.4432  0.48
H: 4.5982 4.0880 -4.2351  0.20
H: 5.5583 3.2089 -4.9027  0.31
C: -3.3855 -1.0038 4.2585  -0.68
O: -4.0797 -0.2833 3.2158  -0.30
C: -5.4061 -0.7920 2.9665  -1.55
C: -5.3978 -1.7581 1.8019  1.46
C: -5.0828 -1.2012 0.4408  -1.02
N: -6.6598 -2.4483 1.7837  -0.73
H: -3.2221 -0.4151 5.1611  0.28
H: -2.3420 -1.0479 3.9466  -0.02
H: -3.6391 -2.0634 4.2914  0.45
H: -5.8327 -1.2718 3.8474  0.48
H: -5.9574 0.0732 2.5983  0.49
H: -4.5682 -2.4380 1.9959  -0.20
H: -4.9598 -1.9443 -0.3470  0.35
H: -4.2452 -0.5087 0.5241  -0.22
H: -5.9288 -0.6083 0.0930  0.49
H: -6.8190 -2.7277 0.8263  0.31
H: -7.3597 -1.7691 2.0464  0.29
C: 0.3857 -5.9271 4.7906  -0.42
O: 1.0551 -5.0244 5.6063  -0.37
C: 2.1661 -4.5741 4.8117  -0.15
C: 3.1611 -3.6402 5.5662  -0.35
N: 3.9272 -4.4252 6.5358  -0.40
C: 5.0632 -3.5395 6.9599  -0.63
C: 4.6183 -2.5547 8.0047  -0.25
O: 4.0753 -3.2663 9.2124  -0.37
C: 3.6647 -2.2795 10.1652  -0.63
H: -0.6010 -6.1186 5.2123  0.30
H: 0.9417 -6.8437 4.5935  0.35
H: 0.1740 -5.4594 3.8291  -0.03
H: 1.7533 -3.8243 4.1368  -0.07
H: 2.6893 -5.3054 4.1957  0.33
H: 2.6577 -2.7873 6.0214  0.15
H: 3.7542 -3.1644 4.7852  0.28
H: 3.4224 -4.6404 7.3837  0.34
H: 5.4379 -2.9338 6.1349  0.29
H: 5.8088 -4.1550 7.4633  0.41
H: 3.9416 -1.8111 7.5838  0.07
H: 5.4866 -1.9387 8.2384  0.51
H: 3.2479 -2.7068 11.0772  0.25
H: 2.9469 -1.6561 9.6320  0.22
H: 4.4878 -1.6488 10.5011  0.28
C: 0.6212 2.8103 -1.5317  -0.39
O: 0.0203 1.7605 -0.9197  0.20
C: -1.0166 1.9124 0.1323  -1.00
C: -1.4955 0.4164 0.3442  1.12
N: -0.5560 -0.3297 1.0610  0.38
C: -0.8771 -1.7155 0.9484  0.52
C: -0.1045 -2.6977 1.9204  -0.40
O: 1.2239 -2.9482 1.3786  -0.32
C: 1.2587 -3.8142 0.2341  -0.56
H: 1.6008 2.5273 -1.9167  -0.60
H: 0.5849 3.6354 -0.8203  0.55
H: 0.1523 3.1790 -2.4440  0.25
H: -1.8436 2.5688 -0.1386  0.26
H: -0.4223 2.4208 0.8915  0.43
H: -2.0019 -0.1093 -0.4652  -0.70
H: -2.3128 0.4946 1.0612  -0.32
H: 0.3304 -0.1646 0.6058  0.19
H: -0.7776 -2.0348 -0.0891  -0.51
H: -1.9422 -1.8805 1.1104  -0.44
H: -0.6716 -3.6285 1.9148  -0.03
H: -0.1078 -2.3196 2.9427  0.24
H: 2.2725 -4.0943 -0.0519  0.43
H: 0.8518 -3.2719 -0.6194  -0.02
H: 0.6551 -4.6967 0.4458  0.11
C: 0.2799 -7.3490 -1.8910  -0.37
O: 0.2294 -7.3165 -3.3409  -0.39
C: -0.3885 -6.2059 -4.0415  -0.36
C: -1.9675 -6.2083 -4.1222  -0.62
N: -2.4979 -5.7258 -2.8785  -0.25
C: -2.4051 -4.2736 -2.7713  -0.06
C: -2.8098 -3.9549 -1.3583  -0.43
O: -1.9546 -4.3972 -0.2670  0.34
C: -2.4967 -5.5311 0.4022  -1.12
H: -0.5371 -6.8434 -1.3761  0.07
H: 1.1890 -6.8291 -1.5888  0.23
H: 0.3402 -8.4049 -1.6271  0.28
H: 0.0154 -6.2521 -5.0529  0.40
H: 0.0505 -5.2539 -3.7429  0.14
H: -2.1870 -7.2746 -4.1768  0.34
H: -2.3670 -5.7195 -5.0107  0.42
H: -2.1233 -6.1266 -2.0304  -0.07
H: -3.0550 -3.7479 -3.4708  0.53
H: -1.3969 -3.8791 -2.8977  -0.15
H: -3.8732 -4.1693 -1.2524  0.43
H: -2.7334 -2.8725 -1.2549  -0.29
H: -1.9313 -5.8588 1.2745  0.27
H: -2.4311 -6.4735 -0.1416  0.44
H: -3.4944 -5.2447 0.7348  0.33
C: -2.6735 4.3777 3.1397  -1.19
C: -3.0363 2.9459 3.4767  0.21
O: -3.7933 2.3301 2.5391  -0.47
H: -1.9911 4.4807 2.2960  0.10
H: -1.9224 4.7317 3.8459  0.42
H: -3.4564 5.1355 3.1696  0.35
H: -3.4574 2.7954 4.4707  0.35
H: -2.1777 2.2833 3.5862  -0.01
H: -3.8462 1.3790 2.6578  0.36
C: 3.9926 0.1579 1.0779  -0.41
C: 4.4254 -1.0938 1.9695  -0.72
O: 3.4210 -1.6612 2.7418  0.36
H: 3.6162 0.9125 1.7685  0.21
H: 3.2470 -0.1143 0.3308  -0.16
H: 4.7849 0.6617 0.5242  0.45
H: 5.2621 -0.8243 2.6140  0.36
H: 4.6967 -1.8574 1.2406  0.45
H: 2.7704 -2.1289 2.2131  0.06
C: 1.3641 0.4818 6.3180  -1.25
C: 1.8488 0.0862 4.8966  0.64
O: 3.2246 0.2982 4.8301  -0.72
H: 1.9255 1.3582 6.6418  0.36
H: 1.6137 -0.2387 7.0970  0.16
H: 0.2816 0.5942 6.3786  0.34
H: 1.2502 0.7314 4.2535  0.28
H: 1.5652 -0.9472 4.6974  -0.27
H: 3.5839 -0.1956 4.0893  0.17
C: -5.4040 -0.5263 -3.1861  -1.51
C: -3.8767 -0.2472 -3.1590  1.95
O: -3.2842 -0.9853 -4.2030  -0.76
H: -5.9049 -0.3077 -2.2430  0.18
H: -5.3377 -1.6097 -3.2851  0.46
H: -5.8893 -0.0234 -4.0225  0.38
H: -3.4872 -0.7299 -2.2627  -0.95
H: -3.6278 0.8135 -3.1278  -0.32
H: -2.3468 -0.8062 -4.0991  0.17

Properties
* ΔE to the lowest compared entry with this formula, charge and spin: 0.00 kJ/mol
* HOMO-LUMO gap: 8.9818 eV
* SMILES: COC[C@H](C)N.COC[C@H](C)N.COC[C@H](C)N.COC[C@H](C)N.COC[C@H](C)N.COCCNCCOC.COCCNCCOC.COCCNCCOC.CCO.CCO.CCO.CCO

---

- What is the ΔE to the lowest compared entry with this formula, charge and spin in the first record?
  50.96 kJ/mol

---

- Among the records above, which one has the lowest HOMO-LUMO gap?
  C46H124N8O15

---

- What is the formula in the second record?
  C46H124N8O15